No. 1
This record from OMol25 describes C18H43ClGaI2O12S4 as an isolated structure. The level of theory is the ωB97M-V functional and the def2-TZVPD basis.

The lowest unoccupied orbital energy is 2.0 eV. For the energy relative to the best compared isomer or geometry (same formula, charge and spin), the calculation gives 0.525 eV. For the total energy, the calculation gives -6187.59728 hartree. The molar mass is 938.78 Da. Its total charge is -1. The HOMO-LUMO gap comes out at 7.4 eV.

CARTESIAN COORDINATES (ANGSTROEM)
C1 -0.066 -0.235 1.421
C2 -0.510 0.637 0.245
I1 0.295 0.084 -1.693
C3 -1.348 1.638 0.421
I2 -1.973 2.799 -1.295
Ga1 -2.032 2.091 2.319
C4 -3.298 0.649 3.045
C5 -4.637 0.495 2.306
C6 -4.535 0.512 0.770
Cl1 -5.858 1.756 2.791
H1 0.826 -0.777 1.065
H2 -0.807 -1.019 1.634
H3 0.191 0.348 2.310
H4 -0.737 2.087 3.294
H5 -2.619 3.584 2.370
H6 -2.765 -0.318 3.068
H7 -3.497 0.921 4.096
H8 -5.058 -0.484 2.593
H9 -4.575 1.545 0.396
H10 -3.654 -0.028 0.401
H11 -5.443 0.031 0.364
O1 1.518 -0.873 -4.795
S1 1.347 -2.180 -5.355
O2 2.452 -3.081 -5.497
O3 0.603 -2.045 -6.761
C7 1.181 -1.171 -7.746
C8 2.394 -1.789 -8.416
C9 0.052 -3.005 -4.491
H12 1.426 -0.206 -7.298
H13 0.404 -0.995 -8.489
H14 3.222 -1.900 -7.714
H15 2.734 -1.160 -9.240
H16 2.158 -2.782 -8.800
H17 -0.801 -2.336 -4.414
H18 0.426 -3.255 -3.500
H19 -0.208 -3.911 -5.033
O4 -6.000 6.992 5.093
S2 -5.010 5.951 5.083
O5 -4.708 5.216 6.275
O6 -3.651 6.543 4.484
C10 -3.106 7.725 5.080
C11 -2.421 7.434 6.402
C12 -5.354 4.819 3.781
H20 -3.884 8.484 5.196
H21 -2.376 8.116 4.372
H22 -3.141 7.121 7.159
H23 -1.910 8.325 6.771
H24 -1.696 6.628 6.289
H25 -5.543 5.380 2.869
H26 -6.235 4.249 4.063
H27 -4.502 4.153 3.657
O7 -1.693 -4.902 2.201
S3 -1.573 -4.205 3.445
O8 -1.040 -2.882 3.506
O9 -0.782 -5.132 4.483
C13 0.503 -5.638 4.087
C14 1.583 -4.577 4.171
C15 -3.128 -4.222 4.273
H28 0.448 -6.068 3.085
H29 0.736 -6.450 4.776
H30 1.423 -3.790 3.434
H31 2.564 -5.017 3.987
H32 1.584 -4.105 5.155
H33 -3.522 -5.236 4.264
H34 -3.794 -3.553 3.732
H35 -2.988 -3.866 5.291
O10 5.801 -1.191 -6.515
S4 5.911 -0.450 -5.292
O11 6.468 0.869 -5.279
O12 6.691 -1.347 -4.218
C16 7.971 -1.878 -4.585
C17 9.063 -0.826 -4.532
C18 4.352 -0.426 -4.478
H36 7.919 -2.345 -5.571
H37 8.192 -2.666 -3.865
H38 8.915 -0.065 -5.299
H39 10.040 -1.283 -4.693
H40 9.061 -0.318 -3.567
H41 3.951 -1.434 -4.453
H42 3.692 0.226 -5.043
H43 4.486 -0.035 -3.472

No. 2
This record from OMol25 describes C18H43IN7O9S2 as an isolated structure. The level of theory is the ωB97M-V functional and the def2-TZVPD basis.

The lowest unoccupied orbital energy is 1.8 eV. For the total energy, the calculation gives -2866.22906 hartree. The molar mass is 692.62 Da. Its total charge is -1. The HOMO-LUMO gap comes out at 8.1 eV.

CARTESIAN COORDINATES (ANGSTROEM)
N1 4.461 -1.656 0.287
C1 4.837 -0.643 1.248
C2 4.760 0.802 0.706
C3 3.896 1.743 1.529
S1 2.636 2.484 0.515
O1 3.307 2.935 -0.650
O2 2.056 3.567 1.243
N2 1.561 1.403 0.000
S2 0.959 0.508 1.170
O3 1.883 -0.445 1.690
O4 -0.203 -0.105 0.635
I1 0.181 1.845 3.044
H1 5.122 -1.633 -0.473
H2 3.575 -1.398 -0.111
H3 5.836 -0.837 1.581
H4 4.174 -0.711 2.080
H5 4.423 0.782 -0.304
H6 5.765 1.175 0.684
H7 4.496 2.578 1.815
H8 3.516 1.289 2.418
C4 0.241 2.104 -5.397
O5 1.021 3.036 -5.486
N3 0.051 1.355 -4.314
C5 -0.919 0.275 -4.337
C6 0.834 1.667 -3.109
H9 -0.398 1.794 -6.245
H10 -1.683 0.449 -3.574
H11 -0.460 -0.696 -4.168
H12 -1.396 0.248 -5.316
H13 0.631 2.693 -2.805
H14 1.895 1.587 -3.339
H15 0.590 0.996 -2.297
C7 -0.940 -3.471 -4.502
O6 -0.094 -2.771 -3.981
N4 -2.042 -3.905 -3.886
C8 -3.026 -4.733 -4.544
C9 -2.239 -3.521 -2.498
H16 -0.872 -3.802 -5.555
H17 -3.998 -4.233 -4.549
H18 -3.128 -5.686 -4.023
H19 -2.724 -4.924 -5.572
H20 -2.270 -2.436 -2.403
H21 -1.408 -3.881 -1.908
H22 -3.167 -3.946 -2.127
C10 4.215 7.403 2.047
O7 5.109 8.167 2.366
N5 2.945 7.770 1.847
C11 1.914 6.816 1.469
C12 2.600 9.168 2.015
H23 4.380 6.324 1.895
H24 1.481 7.097 0.508
H25 1.125 6.805 2.224
H26 2.329 5.815 1.385
H27 3.179 9.786 1.327
H28 2.826 9.495 3.031
H29 1.541 9.304 1.818
C13 0.528 -4.566 3.917
O8 1.693 -4.693 3.595
N6 -0.308 -3.636 3.454
C14 -1.688 -3.560 3.887
C15 0.149 -2.647 2.471
H30 0.047 -5.242 4.651
H31 -2.342 -3.675 3.020
H32 -1.875 -2.586 4.349
H33 -1.907 -4.343 4.611
H34 0.487 -3.163 1.584
H35 0.978 -2.079 2.863
H36 -0.665 -1.979 2.215
C16 -5.086 -3.912 1.771
O9 -3.915 -4.087 1.507
N7 -5.832 -2.935 1.242
C17 -7.227 -2.757 1.585
C18 -5.205 -2.026 0.292
H37 -5.639 -4.550 2.482
H38 -7.850 -2.846 0.692
H39 -7.385 -1.771 2.026
H40 -7.533 -3.515 2.302
H41 -4.826 -2.582 -0.565
H42 -4.364 -1.514 0.758
H43 -5.932 -1.294 -0.044

No. 3
This record from OMol25 describes C18H43NO4Ti as an isolated structure. The level of theory is the ωB97M-V functional and the def2-TZVPD basis.

Its expectation value of S² is 6.00. The lowest unoccupied orbital energy (alpha / beta) is 0.2 / 0.1 eV. Its spin multiplicity is 5. For the total energy, the calculation gives -1916.47654 hartree. The molar mass is 385.41 Da. The HOMO-LUMO gap (alpha / beta) comes out at 2.3 / 9.2 eV.

CARTESIAN COORDINATES (ANGSTROEM)
Ti1 -8.329 13.300 18.447
C1 -9.566 9.912 18.997
C2 -9.887 11.023 18.086
C3 -11.021 10.651 17.070
O1 -10.194 12.097 18.940
H1 -10.459 9.386 19.336
H2 -9.071 10.305 19.885
H3 -8.724 9.285 18.703
H4 -9.022 11.264 17.468
H5 -11.948 10.234 17.463
H6 -10.640 10.018 16.270
H7 -11.264 11.635 16.668
H8 -11.136 12.282 18.926
C4 -8.707 15.497 21.724
C5 -9.879 15.492 20.751
C6 -10.464 16.871 20.603
O2 -9.390 15.159 19.509
H9 -9.104 15.874 22.666
H10 -7.967 16.209 21.358
H11 -8.386 14.481 21.958
H12 -10.718 14.839 20.992
H13 -9.735 17.489 20.079
H14 -10.502 17.477 21.509
H15 -11.488 16.976 20.246
H16 -10.009 15.582 18.910
C7 -10.669 14.279 14.519
C8 -9.446 13.805 15.138
C9 -8.207 14.193 14.372
O3 -9.408 14.255 16.509
H17 -10.800 13.986 13.477
H18 -10.680 15.365 14.604
H19 -11.551 13.864 15.006
H20 -9.598 12.738 15.303
H21 -7.243 13.964 14.826
H22 -8.280 15.273 14.243
H23 -8.214 13.711 13.395
H24 -9.399 15.205 16.372
C10 -5.237 15.196 17.511
C11 -4.493 14.252 18.588
C12 -4.303 15.268 19.621
C13 -3.857 14.523 20.943
C14 -4.831 13.356 21.392
C15 -5.149 12.383 20.216
N1 -5.375 13.178 18.991
O4 -5.925 12.414 17.983
C16 -3.978 11.330 20.107
C17 -6.558 11.720 20.413
C18 -3.169 13.763 17.981
H25 -6.277 15.488 17.660
H26 -4.741 16.082 17.116
H27 -5.399 14.520 16.671
H28 -3.391 15.785 19.324
H29 -5.142 15.916 19.874
H30 -2.855 14.098 20.878
H31 -3.721 15.240 21.752
H32 -5.715 13.796 21.855
H33 -4.412 12.761 22.203
H34 -4.194 10.480 20.755
H35 -3.093 11.767 20.569
H36 -3.768 10.931 19.115
H37 -6.813 10.874 19.775
H38 -7.431 12.371 20.358
H39 -6.554 11.377 21.448
H40 -3.398 13.030 17.207
H41 -2.612 14.585 17.530
H42 -2.611 13.037 18.572
H43 -5.105 11.972 17.747